An isolated molecule of C5H12Se2 in a non-equilibrium geometry, computed with the ωB97M-V functional and the def2-TZVPD basis.

Results
SMILES: CC(C)(C[SeH])C[SeH]
HOMO-LUMO gap: 9.2 eV
Energy above the lowest of the compared OMol25 structures with the same formula, charge and spin: 0.514 eV
LUMO level: 0.48 eV

```
! RIJCOSX wB97M-V def2-TZVPD def2/J DEFGRID3
* xyz 0 1
C -1.08826 0.31627 -1.25960
C -0.88406 0.97986 1.23105
C 1.06115 0.91074 -0.29004
C -0.16934 -1.20464 0.49441
C -0.25232 0.17430 0.02104
Se 2.43820 0.73653 1.12580
Se -0.12478 -2.70009 -0.91969
H -0.61201 0.86748 -2.05922
H -1.16504 -0.70037 -1.61026
H -2.17179 0.64707 -1.29917
H -0.90843 2.10007 1.16994
H -1.99468 0.64952 1.36315
H -0.32066 0.72390 2.11838
H 0.72923 1.93340 -0.28178
H 1.68858 0.68242 -1.08790
H -1.30645 -1.55780 1.06612
H 0.61775 -1.34985 1.22856
H 3.14845 -0.42030 0.39849
H 1.31447 -2.78851 -1.40927
*
```

C23H18FeN3O2 as an isolated structure in a non-equilibrium geometry, computed with the ωB97M-V functional and the def2-TZVPD basis.

Results
HOMO-LUMO gap (alpha / beta): 8.0 / 7.2 eV
Energy above the lowest of the compared OMol25 structures with the same formula, charge and spin: 0.980 eV
LUMO level (alpha / beta): -0.36 / -1.18 eV

```
! RIJCOSX wB97M-V def2-TZVPD def2/J DEFGRID3
* xyz 0 6
Fe 0.04698 0.16493 0.32407
O 1.97609 0.63186 0.13792
C 2.25601 1.21734 -0.98455
C 3.58880 1.30548 -1.45108
C 3.85608 1.80008 -2.70060
C 2.83583 2.25066 -3.56046
C 1.54457 2.23483 -3.10921
C 1.24005 1.78187 -1.80656
C -0.09225 2.05107 -1.33544
N -0.46516 2.16888 -0.09740
C -1.87692 2.49081 0.12483
C -2.70745 1.25079 0.51579
N -2.08774 0.06454 -0.04946
C -2.56275 -0.48064 -1.10177
C -1.93810 -1.57774 -1.80641
C -2.67868 -2.16714 -2.84967
C -2.20681 -3.25452 -3.53692
C -0.95426 -3.77636 -3.16950
C -0.20576 -3.21742 -2.16663
C -0.66203 -2.08008 -1.45723
O 0.12207 -1.57445 -0.53886
H 4.37362 0.92712 -0.81020
H 4.88320 1.83230 -3.04427
H 3.07550 2.61811 -4.54802
H 0.74123 2.61090 -3.73289
H -0.82361 2.27082 -2.12327
H -2.29172 2.95553 -0.77589
H -1.92298 3.21491 0.93760
H -3.73602 1.37135 0.16331
H -2.71621 1.13765 1.59889
H -3.52608 -0.14380 -1.50141
H -3.64730 -1.74565 -3.09604
H -2.77874 -3.70336 -4.33605
H -0.56800 -4.64282 -3.69334
H 0.76036 -3.61760 -1.88993
N -0.11834 -0.49223 7.77445
C -0.10357 -0.38067 6.63049
C -0.09151 -0.24373 5.19452
C -0.54625 -1.29147 4.39786
C -0.53598 -1.14931 3.01858
C -0.07789 0.02161 2.41262
C 0.38262 1.05162 3.23266
C 0.37513 0.93271 4.61369
H -0.89979 -2.20332 4.86097
H -0.89553 -1.97260 2.41021
H 0.76257 1.96628 2.78935
H 0.73095 1.73681 5.24442
*
```

Q: What is the energy above the lowest of the compared OMol25 structures with the same formula, charge and spin in the second record?
A: 0.980 eV

Q: Number 2 is which compound?
A: C23H18FeN3O2